[1]
178
Properties=species:S:1:pos:R:3:mulliken_charge:R:1 method="wB97M-V/def2-TZVPD" gap_ev=8.999 largest_force_ev_per_a=6.342 lumo_energy_ha=0.0070 de_lowest_kj_mol=387.3
O -23.087 -0.013 -19.498 -0.559
O -29.897 -0.924 -27.680 -0.575
O -26.204 3.257 -19.689 -0.459
O -26.883 0.229 -16.555 -0.402
O -27.317 -4.541 -18.852 -0.555
O -24.020 -4.535 -14.756 -0.448
O -26.929 -2.016 -25.719 -0.517
O -28.664 2.510 -15.320 -0.526
O -27.595 -0.402 -22.571 -0.245
O -32.385 2.072 -19.383 -0.454
O -38.015 -5.055 -22.292 -0.581
O -30.999 -2.006 -25.302 -0.931
O -32.971 -0.048 -25.955 -0.644
O -27.397 -5.425 -21.757 -0.728
O -34.760 2.959 -23.016 -0.454
O -33.338 3.495 -20.404 -0.624
O -29.455 -1.291 -20.545 1.764
O -24.027 -2.656 -19.320 -0.580
O -34.505 -1.520 -23.821 -0.488
O -35.844 -3.915 -23.708 -0.548
O -32.211 -4.807 -21.840 -0.596
O -34.302 -3.099 -18.444 -0.021
O -34.086 -0.428 -19.481 -0.033
O -36.487 0.726 -24.669 -0.522
O -30.377 -4.410 -23.987 -0.407
O -30.771 1.665 -26.018 -0.504
N -32.835 -2.041 -21.752 1.931
N -27.119 2.815 -22.385 -0.849
N -26.058 -2.480 -17.135 0.360
N -32.089 -5.960 -17.455 -0.749
C -27.788 0.210 -15.466 0.149
C -28.367 -4.654 -21.020 1.162
C -26.955 -3.871 -15.365 -1.400
C -28.364 -5.155 -19.592 -0.594
C -31.689 -3.569 -17.340 -0.431
C -32.559 -5.052 -23.178 0.275
C -28.692 -1.130 -19.379 -0.818
C -35.398 -2.914 -17.596 -0.879
C -27.380 2.532 -19.969 -0.494
C -24.812 -1.591 -19.881 1.042
C -35.747 -4.233 -22.330 0.616
C -33.868 0.462 -18.369 -0.355
C -25.455 2.673 -18.651 -0.418
C -32.737 3.156 -21.662 1.719
C -31.348 -5.467 -23.998 -0.950
C -33.090 1.280 -25.480 0.871
C -31.446 -1.564 -21.781 3.416
C -23.844 -0.619 -20.564 -0.775
C -33.693 1.892 -18.879 -0.708
C -27.133 -0.943 -24.828 -1.631
C -33.752 -4.402 -18.526 -0.467
C -23.254 -3.617 -13.990 -0.629
C -31.281 -0.384 -22.717 1.370
C -32.761 -4.653 -17.385 0.194
C -29.017 -1.487 -26.707 -1.362
C -24.518 -3.965 -15.960 -0.539
C -29.416 2.535 -21.421 -0.819
C -28.026 3.103 -21.209 0.167
C -35.276 -0.637 -23.012 0.910
C -30.846 -1.378 -20.399 1.420
C -36.606 -0.289 -23.698 -1.012
C -29.649 -1.541 -25.344 0.610
C -37.052 -4.236 -21.601 -0.673
C -32.072 2.212 -26.115 -0.753
C -27.630 -1.504 -23.492 1.471
C -25.729 -3.058 -15.820 0.592
C -33.609 3.757 -22.751 -1.254
C -28.949 1.168 -15.648 -0.346
H -30.731 -3.618 -24.416 0.211
H -36.660 -4.336 -24.015 0.349
H -30.246 -0.136 -22.970 -0.425
H -31.836 3.776 -21.761 0.196
H -28.034 -1.008 -26.684 0.700
H -26.648 -0.692 -16.789 0.261
H -27.608 -1.172 -19.512 -0.658
H -28.302 -0.571 -21.928 -0.615
H -35.020 -3.552 -21.881 -0.377
H -27.988 -3.625 -21.000 -0.192
H -27.422 1.921 -22.780 0.077
H -23.155 -3.979 -12.970 0.267
H -23.714 -2.627 -14.024 0.277
H -27.925 -3.395 -15.504 0.242
H -37.015 -1.207 -24.120 0.266
H -31.692 0.544 -22.295 -1.575
H -33.292 -4.590 -16.431 0.379
H -33.595 -0.594 -25.461 0.207
H -25.413 -1.039 -19.163 -0.563
H -32.844 -6.649 -17.455 0.336
H -34.123 1.630 -25.570 0.360
H -31.136 -2.226 -19.772 -1.281
H -28.673 -1.827 -23.509 -0.951
H -27.451 -5.144 -22.676 0.392
H -31.791 -0.431 -23.684 -0.468
H -28.040 2.629 -19.093 0.502
H -36.325 1.550 -24.200 0.281
H -24.399 0.168 -21.077 0.139
H -28.769 -1.996 -18.706 -0.007
H -26.304 2.438 -21.896 0.432
H -31.166 -3.506 -18.304 -0.577
H -28.877 2.653 -14.397 0.330
H -33.876 2.589 -18.062 0.349
H -31.609 -5.618 -25.049 0.414
H -27.859 -0.200 -25.179 0.388
H -33.044 0.093 -17.758 0.149
H -29.305 -4.893 -19.107 -0.012
H -32.649 3.711 -19.769 0.364
H -26.935 -2.290 -23.181 0.027
H -35.376 3.563 -23.445 0.278
H -28.883 -0.193 -18.851 0.236
H -30.905 -3.720 -16.602 0.443
H -26.875 -4.321 -14.376 0.427
H -35.208 -3.332 -16.599 0.361
H -26.463 -4.815 -19.202 0.204
H -33.253 -4.516 -19.495 -0.090
H -36.321 -3.380 -17.959 0.227
H -33.929 -1.337 -19.183 0.020
H -33.386 -5.765 -23.286 0.373
H -34.644 0.208 -22.731 -0.048
H -38.701 -5.266 -21.656 0.326
H -26.252 -0.325 -24.626 0.684
H -29.329 1.015 -16.661 -0.131
H -30.768 0.848 -26.539 0.306
H -33.038 -4.132 -23.540 -0.159
H -25.211 1.601 -18.656 0.023
H -32.912 1.248 -24.398 -0.652
H -33.916 4.747 -22.400 0.616
H -32.225 -3.821 -21.786 -0.162
H -29.771 0.806 -15.016 0.413
H -23.712 -3.510 -16.547 0.481
H -37.510 -3.235 -21.575 0.346
H -31.699 -6.028 -18.397 0.259
H -25.453 -2.022 -20.660 0.099
H -30.889 -2.416 -22.199 -1.619
H -33.040 3.991 -23.661 0.291
H -31.486 -1.397 -25.880 0.439
H -26.096 -1.933 -26.187 0.328
H -22.612 -0.795 -19.181 0.334
H -31.262 -0.467 -19.949 -0.126
H -32.496 2.097 -21.725 -0.803
H -29.832 2.896 -22.361 0.568
H -34.577 -5.128 -18.531 0.494
H -24.487 3.170 -18.623 0.273
H -32.070 3.150 -25.557 0.269
H -27.248 1.456 -20.151 -0.040
H -23.144 -1.129 -21.232 0.421
H -35.294 -5.213 -22.123 0.275
H -28.006 4.195 -21.170 0.544
H -24.790 -4.866 -16.521 0.100
H -33.198 -1.972 -22.698 -0.329
H -29.311 -4.657 -21.570 -0.483
H -29.366 -0.595 -28.410 0.359
H -35.457 -1.131 -22.043 -0.141
H -26.991 -4.741 -16.034 0.279
H -34.816 0.397 -17.816 0.536
H -28.166 -0.818 -15.387 0.032
H -32.116 -2.572 -17.212 0.218
H -35.017 -2.348 -23.910 0.020
H -25.249 -2.499 -17.754 0.026
H -32.329 2.459 -27.151 0.287
H -33.377 -1.495 -21.097 -0.831
H -28.733 -2.494 -27.045 0.307
H -28.262 -6.241 -19.541 0.566
H -35.599 -1.861 -17.408 0.142
H -34.456 2.099 -19.636 0.355
H -36.963 -4.560 -20.562 0.318
H -29.450 1.443 -21.432 -0.144
H -30.820 -6.325 -23.589 0.353
H -27.256 0.430 -14.532 0.262
H -29.018 -2.045 -24.617 0.619
H -24.131 -3.430 -19.878 0.347
H -29.702 -0.488 -25.028 0.207
H -22.247 -3.522 -14.412 0.257
H -26.051 2.771 -17.733 0.273
H -32.299 1.615 -20.226 -0.047
H -26.652 -3.163 -17.611 -0.327
H -37.339 0.029 -22.942 0.402
H -30.025 2.823 -20.558 0.277
H -25.562 -2.334 -15.019 0.304

=====

[2]
72
Properties=species:S:1:pos:R:3:mulliken_charge:R:1 method="wB97M-V/def2-TZVPD" gap_ev=8.004 largest_force_ev_per_a=0.676 lumo_energy_ha=-0.1224 total_charge=+1 de_lowest_kj_mol=0.0
Hf -0.498 1.132 -0.052 1.552
P -0.543 -1.662 -0.786 1.028
F 3.439 4.312 -2.108 -0.340
F 4.813 -0.049 -1.276 -0.329
O -1.648 0.744 -1.923 -0.606
O -0.653 0.051 1.858 -0.690
O 0.677 4.326 2.340 -0.581
O -2.766 1.040 -0.073 -0.690
N -0.114 2.207 1.806 -0.102
N -0.500 3.243 -0.883 0.000
C -0.657 -4.018 2.542 -0.799
C 1.210 -3.927 -3.708 -0.785
C 0.695 3.750 -1.271 0.485
C 0.588 -3.538 -2.532 -0.299
C 0.064 1.252 3.922 0.215
C -2.783 -3.312 -1.324 0.022
C 1.538 1.443 -0.902 0.634
C 1.340 -1.628 -4.400 -0.856
C 0.045 0.396 5.004 -0.364
C -1.035 -3.218 1.476 -0.649
C 0.719 -1.235 -3.226 -0.240
C 4.137 2.146 -1.698 -0.890
C 2.560 0.502 -0.891 -0.680
C 0.388 3.215 2.671 0.075
C 3.112 3.076 -1.698 0.857
C -4.992 -2.479 -1.783 -0.688
C -2.594 0.387 -1.152 0.678
C 1.226 -3.258 0.651 -0.631
C 0.793 5.102 -1.592 -1.030
C 0.884 2.241 6.335 -0.486
C 1.602 -4.053 1.722 -0.848
C -4.115 -3.541 -1.630 -0.821
C -3.204 -0.951 -1.361 0.800
C -0.330 5.905 -1.515 -0.411
C -4.545 -1.174 -1.635 -0.613
C 1.810 2.770 -1.303 -0.181
C 0.345 -2.188 -2.281 0.657
C 1.589 -2.971 -4.640 -0.601
C 0.903 3.096 5.233 -0.480
C 0.465 0.919 6.225 -0.628
C 0.483 2.576 4.030 -0.025
C -0.098 -2.844 0.515 0.624
C -0.279 1.075 2.511 0.476
C 3.837 0.866 -1.285 0.294
C 0.661 -4.438 2.665 -0.572
C -2.308 -2.012 -1.189 -0.463
C -1.548 5.363 -1.130 -0.942
C -1.584 4.020 -0.823 -0.067
H -5.225 -0.340 -1.741 0.552
H 0.465 0.286 7.101 0.426
H 0.520 -0.186 -3.052 0.294
H 2.078 -3.276 -5.556 0.413
H -6.032 -2.665 -2.014 0.424
H -2.443 5.963 -1.066 0.445
H -2.499 3.532 -0.510 0.483
H -4.471 -4.556 -1.744 0.458
H -0.277 -0.632 4.910 0.600
H -0.249 6.956 -1.757 0.463
H -1.392 -4.317 3.278 0.462
H 1.630 -0.884 -5.130 0.460
H 5.131 2.425 -2.013 0.526
H 1.398 -4.975 -3.898 0.441
H 1.233 4.122 5.314 0.505
H -2.108 -4.148 -1.182 0.386
H 1.733 5.530 -1.894 0.572
H 1.966 -2.970 -0.086 0.398
H 0.953 -5.067 3.496 0.435
H 2.630 -4.378 1.816 0.458
H 1.204 2.617 7.298 0.413
H 2.388 -0.526 -0.590 0.562
H 0.301 -4.286 -1.804 0.360
H -2.062 -2.886 1.392 0.455

=====

[3]
81
Properties=species:S:1:pos:R:3:mulliken_charge:R:1 method="wB97M-V/def2-TZVPD" gap_ev=7.754 largest_force_ev_per_a=0.402 lumo_energy_ha=-0.0488 de_lowest_kj_mol=12.0
Sb -0.117 -0.163 2.075 1.260
Mg -0.749 -0.844 -0.663 3.079
F 5.782 -2.132 2.509 -0.370
F -2.484 -2.866 7.125 -0.335
F -0.961 5.874 3.312 -0.335
O -1.462 4.628 -5.938 -0.630
O -3.712 2.227 -0.774 -0.602
O -3.405 4.383 -5.030 -0.628
O 2.354 1.779 -2.226 -0.529
O 2.183 1.907 -4.371 -0.621
O -1.737 -2.476 -0.160 -0.904
O -3.772 -3.012 0.585 -0.749
O 0.041 0.914 -1.178 -0.447
O -2.488 0.505 -0.450 -0.503
O -1.407 -1.784 -2.588 -0.908
N 1.721 1.957 -3.246 1.028
N 1.182 -1.750 -1.058 -0.967
N -2.210 4.170 -5.097 1.055
N -2.746 1.555 -1.047 0.859
C 0.706 2.681 3.195 -0.448
C -1.620 3.329 -4.057 -0.830
C -2.442 -2.633 4.790 -0.601
C -2.789 -1.652 -2.649 0.634
C 6.318 -1.845 -2.434 -0.417
C 0.285 2.242 -3.134 -0.562
C 3.030 0.196 2.368 -0.298
C -0.904 -1.051 3.816 0.153
C 4.330 -0.287 2.440 -0.790
C -0.267 3.024 -4.120 -0.550
C -4.969 -1.902 -1.714 -0.660
C -1.900 -2.012 3.673 -0.464
C 3.474 -2.549 2.386 -0.669
C -0.250 1.894 2.564 0.700
C -0.466 1.668 -2.057 0.600
C -3.030 -2.581 -0.276 0.425
C 2.187 -2.041 2.318 -0.742
C 2.280 -1.806 -1.384 0.220
C 4.129 -2.809 -2.626 -0.459
C 5.837 -0.873 -1.568 -0.938
C 1.943 -0.667 2.314 0.297
C 5.471 -2.809 -2.963 -0.587
C -1.965 -2.273 6.034 0.253
C -4.694 -0.897 -3.874 -0.362
C -1.854 2.031 -2.088 -0.018
C -3.593 -2.068 -1.587 0.289
C -1.723 3.822 2.461 -0.778
C -0.445 -0.716 5.086 -0.459
C -0.973 -1.324 6.210 -0.642
C 0.476 4.025 3.449 -0.753
C -0.735 4.571 3.071 0.343
C 4.526 -1.654 2.447 0.331
C -5.521 -1.322 -2.844 -0.734
C -1.466 2.484 2.212 -0.853
C -2.425 2.851 -3.041 -0.250
C 4.497 -0.855 -1.221 -0.104
C 3.658 -1.830 -1.754 0.440
C -3.320 -1.065 -3.785 -0.535
H 4.098 -0.103 -0.558 0.673
H -0.636 -1.079 7.207 0.461
H -3.218 -3.378 4.701 0.514
H -5.119 -0.438 -4.757 0.441
H 5.181 0.378 2.484 0.457
H -2.268 -2.290 2.690 0.317
H 7.366 -1.849 -2.702 0.409
H 3.455 -3.552 -3.028 0.514
H -5.585 -2.225 -0.884 0.508
H -2.658 -0.761 -4.585 0.507
H 1.651 2.258 3.520 0.295
H 3.669 -3.612 2.390 0.473
H -6.592 -1.194 -2.919 0.412
H 6.504 -0.123 -1.166 0.422
H 0.345 3.392 -4.930 0.639
H 1.215 4.645 3.936 0.461
H 1.362 -2.745 2.261 0.428
H 0.331 0.031 5.212 0.342
H -2.247 1.893 1.746 0.470
H -2.665 4.280 2.194 0.487
H 2.892 1.271 2.322 0.311
H -1.270 -2.507 -1.934 0.441
H -3.475 3.099 -3.002 0.676
H 5.856 -3.560 -3.639 0.405

=====

[4]
78
Properties=species:S:1:pos:R:3:mulliken_charge:R:1 method="wB97M-V/def2-TZVPD" gap_ev=5.299 largest_force_ev_per_a=2.510 lumo_energy_ha=0.0261 total_charge=-1 de_lowest_kj_mol=194.9
Hf 0.489 -1.379 -1.369 -1.077
Sb 3.070 -2.710 -0.889 0.486
Se 0.800 -3.903 -1.084 -0.451
Se 4.500 -3.525 -2.648 -0.660
Se 3.857 -2.985 1.359 -0.609
Se 2.635 -0.195 -1.464 -0.750
As 0.839 1.497 1.043 0.768
Cl -5.018 -1.812 3.351 -0.261
O 0.062 -1.357 0.519 0.921
O -0.461 0.359 -1.865 -0.132
N -1.566 2.215 -1.280 -0.213
N 0.695 -1.940 -3.531 0.871
N -2.491 4.017 -4.028 -0.632
N -1.493 -2.058 -1.851 0.468
N -0.666 0.286 -5.563 -0.647
C 2.972 -0.010 4.252 -0.709
C -1.948 3.013 -3.854 -0.447
C -1.135 -1.831 2.461 -0.579
C -0.435 -2.582 -3.960 0.048
C -2.122 1.264 4.107 -0.790
C -2.316 -1.926 3.149 -0.574
C 4.294 -0.065 3.844 -0.797
C -3.526 -1.792 2.463 0.033
C -2.719 -3.286 -3.569 -0.661
C 0.718 -3.276 -5.973 -0.679
C 0.588 0.718 3.728 0.609
C -1.600 -4.007 -5.565 -0.870
C 1.764 -1.959 -4.298 -0.217
C 1.821 -2.610 -5.538 -1.146
C -1.308 1.785 -3.593 0.589
C -3.540 -1.679 1.101 -1.413
C 2.151 3.997 2.037 -0.027
C -1.066 1.417 -2.259 0.704
C -2.339 -1.635 0.361 0.909
C 1.076 6.146 2.189 -0.465
C -2.474 -1.783 -1.065 -0.189
C -0.063 5.606 1.614 -0.910
C -0.093 4.265 1.266 -0.124
C -2.711 -4.001 -4.770 -1.052
C 4.663 0.413 2.595 -0.839
C -0.196 1.201 2.674 0.511
C 2.001 0.507 3.401 0.500
C -1.606 -2.596 -3.137 0.975
C 0.002 0.528 4.975 -0.433
C 2.184 5.338 2.393 -0.709
C -1.543 1.461 2.861 -0.612
C 1.004 3.435 1.484 0.893
C -1.344 0.805 5.161 -0.871
C -1.102 -1.600 1.073 0.541
C -0.949 0.970 -4.680 0.106
C -0.454 -3.282 -5.185 1.019
C 2.366 0.913 2.109 0.231
C 3.695 0.886 1.721 -0.772
H -0.999 3.863 0.823 0.045
H -3.497 -1.763 -1.450 0.438
H -2.157 1.815 2.039 0.393
H 0.714 -3.819 -6.910 0.420
H 1.100 7.192 2.466 0.361
H -2.321 -2.081 4.219 0.432
H -1.858 3.143 -1.542 0.346
H 3.082 5.752 2.836 0.410
H -1.562 -4.591 -6.475 0.401
H -1.165 2.081 -0.367 -0.537
H 2.700 -0.380 5.232 0.356
H -3.598 -3.324 -2.939 0.385
H 2.742 -2.589 -6.099 0.432
H 2.646 -1.444 -3.940 0.671
H 3.983 1.226 0.734 0.537
H -1.791 0.663 6.137 0.392
H 5.698 0.389 2.286 0.380
H -4.486 -1.659 0.574 0.463
H -0.931 6.229 1.437 0.400
H -3.583 -4.581 -5.042 0.378
H 5.043 -0.490 4.498 0.371
H 3.027 3.381 2.192 0.305
H 0.605 0.186 5.807 0.366
H -3.173 1.479 4.253 0.451
H -0.182 -1.938 2.959 0.541

=====

[5]
82
Properties=species:S:1:pos:R:3:mulliken_spin:R:1 method="wB97M-V/def2-TZVPD" gap_ev="4.769 / 7.346" largest_force_ev_per_a=1.917 spin_multiplicity=6 lumo_energy_ha="-0.0078 / -0.0177" s2=8.78 de_lowest_kj_mol=29.5
Ru -0.797 -0.171 0.053 3.460
Br 4.962 -5.129 0.128 0.000
Cl -0.220 4.784 5.085 0.013
Cl 0.578 5.112 -0.211 0.011
F -2.253 1.542 -1.572 0.018
F -5.660 0.999 0.774 0.001
F -5.411 -1.132 0.767 0.000
F -3.988 0.102 1.805 0.002
F -2.619 1.866 0.516 0.013
F -4.079 2.492 -0.941 -0.002
O -2.893 -0.844 -0.489 0.139
O 0.307 2.105 -0.136 -0.020
O 1.588 -1.132 0.613 0.013
O -0.550 -2.687 0.431 0.083
N -0.313 0.642 2.062 0.211
N -1.477 -5.290 -0.620 -0.001
N 0.110 -0.222 -2.016 0.089
N -0.217 -6.837 0.392 0.000
C -3.228 1.512 -0.634 0.026
C 0.016 1.195 -3.936 0.003
C -3.869 -8.087 -1.003 0.000
C 2.114 -5.225 0.113 0.001
C -1.398 -7.414 0.021 0.000
C -1.855 -8.718 0.191 0.000
C -3.441 -6.784 -1.171 0.000
C 0.678 -3.289 0.319 -0.020
C 3.209 -4.403 0.209 0.001
C 0.829 -4.668 0.142 -0.002
C -2.202 -6.457 -0.646 0.000
C 0.513 0.877 -2.673 0.021
C -0.587 1.776 4.588 0.418
C 1.510 2.216 -0.782 0.023
C 1.813 -2.464 0.420 -0.001
C 2.627 2.840 -0.227 0.011
C -0.279 -5.592 -0.001 0.005
C -0.768 -1.034 -2.610 0.037
C 3.784 2.995 -0.968 0.000
C -0.594 -0.123 3.135 0.230
C -1.338 -0.763 -3.837 0.015
C 0.137 4.769 2.430 0.005
C 2.681 -0.353 1.058 0.006
C -4.738 0.024 0.699 0.007
C 2.763 1.868 -2.809 0.004
C -3.858 0.086 -0.582 -0.025
C -0.299 2.598 3.488 -0.094
C -0.955 0.395 -4.508 0.005
C -3.093 -9.032 -0.327 0.000
C -0.733 0.402 4.397 -0.051
C 3.081 -3.026 0.347 0.002
C 0.156 2.762 1.086 0.084
C -0.123 3.995 3.554 0.085
C 0.262 4.157 1.199 0.112
C 1.596 1.681 -2.077 -0.015
C 3.848 2.534 -2.271 0.002
C -0.164 1.979 2.210 0.026
C -4.747 -0.065 -1.832 0.006
H 3.161 -0.808 1.931 0.003
H -1.386 0.661 -5.459 0.000
H 4.747 2.661 -2.852 0.000
H 3.418 -0.210 0.261 0.000
H 4.638 3.480 -0.522 0.000
H -3.474 -10.038 -0.214 0.000
H 2.590 3.211 0.787 0.001
H -0.704 2.213 5.566 0.029
H -0.962 -0.243 5.231 0.002
H 2.202 -6.292 0.003 0.000
H -5.301 -0.999 -1.771 -0.001
H 0.247 5.837 2.520 0.005
H 3.965 -2.411 0.386 0.000
H -4.832 -8.378 -1.399 0.000
H -4.099 -0.088 -2.707 0.000
H -1.241 -3.332 0.639 -0.004
H -0.706 -1.183 2.941 0.046
H -4.038 -6.051 -1.693 0.000
H -5.441 0.770 -1.909 0.002
H -1.253 -9.449 0.708 0.000
H 2.269 0.615 1.338 -0.001
H -2.058 -1.444 -4.260 0.000
H -1.719 -4.434 -1.094 -0.001
H 2.815 1.461 -3.806 0.000
H -1.011 -1.948 -2.078 -0.033
H 0.384 2.070 -4.446 0.000